No. 1
Entry from the OMol25 dataset: a 5-piece molecular cluster, C9H24Cl4O4 overall (ωB97M-V with the def2-TZVPD basis set).

```
41
Properties=species:S:1:pos:R:3:lowdin_spin:R:1
C 0.576 -0.249 -0.802 0.00
Cl -0.651 -1.507 -0.980 0.00
Cl -0.069 0.980 0.296 0.02
Cl 2.104 -1.014 -0.314 0.00
Cl 0.797 0.516 -2.440 0.02
C 0.231 0.449 4.032 0.01
C -0.576 0.446 5.268 0.01
O -1.435 1.537 5.234 0.04
H 0.747 1.407 4.091 0.00
H -0.326 0.432 3.095 0.00
H 1.024 -0.296 4.097 0.00
H 0.040 0.684 6.136 0.00
H -1.080 -0.482 5.538 0.00
H -2.236 1.258 4.783 0.00
C -3.209 2.483 -0.746 0.02
C -2.203 3.425 -1.428 0.11
O -2.764 4.724 -1.427 0.37
H -4.124 2.257 -1.293 0.01
H -3.439 2.883 0.242 0.01
H -2.776 1.509 -0.520 0.00
H -1.812 2.955 -2.330 0.05
H -1.319 3.431 -0.791 0.05
H -2.043 5.313 -1.661 0.00
C -0.379 -2.960 2.512 0.00
C 0.227 -4.395 2.494 0.00
O -0.277 -5.089 1.300 0.00
H -1.453 -2.930 2.700 0.00
H -0.179 -2.398 1.599 0.00
H 0.073 -2.408 3.336 0.00
H -0.085 -4.982 3.358 0.00
H 1.312 -4.482 2.433 0.00
H -0.203 -6.030 1.476 0.00
C 3.522 0.730 -4.928 0.01
C 2.327 0.082 -5.522 0.05
O 2.722 -0.370 -6.808 0.19
H 4.450 0.167 -4.827 0.00
H 3.233 1.152 -3.966 0.00
H 3.748 1.533 -5.629 0.00
H 1.523 0.814 -5.602 0.02
H 2.029 -0.734 -4.864 0.02
H 1.952 -0.839 -7.138 0.00
```

Results
- E_LUMO (spin up / spin down) (eV) = -2.9 / -10.5
- total charge = +1
- multiplicity = 2
- HOMO (spin up / spin down) (Ha) = -0.4452 / -0.4448
- orbital gap (spin up / spin down) (eV) = 9.263 / 1.597
- largest force on an atom (eV/Å) = 3.45
- calculated total energy (eV) = -67989.1004

---

No. 2
Entry from the OMol25 dataset: C4H8N2OS in the gas phase (ωB97M-V with the def2-TZVPD basis set).

```
16
Properties=species:S:1:pos:R:3:mulliken_charge:R:1
C -2.258 -1.181 -0.388 -0.78
N -1.022 -0.574 -0.335 0.01
N -1.070 0.832 -0.271 -0.40
C -0.009 1.459 -0.561 -0.09
O 1.351 1.022 -1.092 -0.33
C 2.062 0.226 -0.105 0.19
C 1.554 0.295 1.209 -0.67
S 3.251 -0.780 -0.647 -0.24
H -2.464 -2.199 0.038 0.29
H -2.558 -0.983 -1.502 0.28
H -2.881 -0.661 0.352 0.27
H 0.009 -0.929 -0.810 0.26
H -0.131 2.621 -0.963 0.29
H 0.296 -0.003 1.250 0.35
H 2.042 -0.482 1.948 0.32
H 1.828 1.339 1.876 0.26
```

Results
- E_LUMO (eV) = -0.3
- energy above the lowest of the compared OMol25 structures with the same formula, charge and spin (kJ/mol) = 544.0
- HOMO (Ha) = -0.3270
- orbital gap (eV) = 8.635
- largest force on an atom (eV/Å) = 7.34
- calculated total energy (eV) = -20135.1958

---

No. 3
Entry from the OMol25 dataset: a 7-piece molecular cluster, H12IO6 overall (ωB97M-V with the def2-TZVPD basis set).

```
19
Properties=species:S:1:pos:R:3:mulliken_charge:R:1
I 3.998 -1.886 0.291 -0.66
O 4.373 -0.338 3.690 -0.59
H 4.587 -0.802 2.927 0.24
H 4.675 -0.920 4.392 0.30
O 6.015 0.012 -2.087 -0.64
H 6.791 -0.222 -1.565 0.32
H 5.320 -0.485 -1.622 0.27
O 1.341 -0.190 2.227 -0.59
H 2.243 -0.471 2.040 0.28
H 1.389 0.125 3.144 0.27
O 1.885 -4.029 -1.431 -0.59
H 2.465 -3.431 -0.995 0.26
H 0.994 -3.819 -1.112 0.31
O 6.988 -3.589 -0.134 -0.65
H 6.121 -3.404 0.273 0.23
H 6.788 -3.307 -1.002 0.33
O 0.723 -1.589 -0.625 -0.64
H 0.745 -2.182 0.137 0.33
H 1.508 -1.033 -0.476 0.24
```

Results
- E_LUMO (eV) = 3.1
- total charge = -1
- energy above the lowest of the compared OMol25 structures with the same formula, charge and spin (kJ/mol) = 53.2
- HOMO (Ha) = -0.1989
- orbital gap (eV) = 8.488
- largest force on an atom (eV/Å) = 3.12
- calculated total energy (eV) = -20584.0426

---

No. 4
Entry from the OMol25 dataset: a 3-piece molecular cluster, C21H46ClO8P overall (ωB97M-V with the def2-TZVPD basis set).

```
77
Properties=species:S:1:pos:R:3:mulliken_charge:R:1
C 6.988 -3.755 0.978 -1.26
C 5.882 -2.812 0.503 -0.08
O 5.735 -1.827 1.494 -0.36
C 4.913 -0.737 1.078 -0.63
C 3.461 -0.958 1.578 -0.68
C 2.450 -0.391 0.544 -0.59
C 1.373 -1.452 0.185 -0.25
C -0.064 -0.951 0.508 -0.67
P -1.220 -2.362 0.060 -0.10
C -0.793 -3.632 1.349 -0.83
C 0.097 -4.741 0.787 0.57
O -0.012 -5.168 -0.254 -0.35
Cl 1.351 -5.340 1.925 -0.23
H 7.766 -3.138 1.412 0.31
H 6.565 -4.393 1.747 0.29
H 7.373 -4.328 0.143 0.38
H 4.950 -3.357 0.336 0.25
H 6.211 -2.380 -0.447 0.28
H 5.299 0.194 1.481 0.35
H 4.918 -0.727 -0.009 0.33
H 3.324 -0.436 2.520 0.26
H 3.354 -2.024 1.737 0.41
H 2.920 -0.089 -0.386 0.28
H 1.933 0.456 0.982 0.43
H 1.528 -2.396 0.696 -0.09
H 1.349 -1.694 -0.876 0.33
H -0.297 -0.044 -0.037 0.32
H -0.114 -0.811 1.585 0.47
H -0.738 -2.751 -1.211 0.02
H -0.223 -3.173 2.151 0.37
H -1.655 -4.120 1.794 0.48
C -2.881 2.454 5.400 -0.78
O -3.428 2.251 4.115 -0.27
C -2.470 1.830 3.157 -0.62
C -3.079 0.882 2.145 -0.15
O -3.346 -0.425 2.637 -0.28
C -4.412 -0.585 3.565 -0.41
C -5.796 -0.393 2.979 -0.58
O -6.072 0.979 2.747 -0.29
C -6.874 1.203 1.609 -0.79
H -2.276 3.367 5.424 0.32
H -3.711 2.567 6.097 0.24
H -2.278 1.596 5.716 0.34
H -1.623 1.335 3.647 0.36
H -2.104 2.724 2.634 0.39
H -2.343 0.737 1.350 0.20
H -3.963 1.314 1.675 0.12
H -4.263 0.035 4.450 0.14
H -4.341 -1.625 3.895 0.40
H -6.540 -0.770 3.693 0.41
H -5.873 -0.968 2.050 0.35
H -6.471 0.684 0.732 0.36
H -6.867 2.273 1.403 0.24
H -7.906 0.883 1.787 0.32
C -1.029 4.388 -5.184 -0.80
O 0.072 3.718 -4.607 -0.26
C 0.014 3.661 -3.191 -0.74
C 0.614 2.373 -2.666 -0.21
O -0.185 1.213 -2.871 -0.39
C -0.311 0.728 -4.204 -0.36
C 0.953 0.122 -4.779 -0.53
O 1.896 1.123 -5.127 -0.28
C 3.234 0.723 -4.930 -0.66
H -0.956 5.469 -5.016 0.32
H -1.002 4.200 -6.257 0.23
H -1.977 4.011 -4.789 0.36
H -1.021 3.742 -2.840 0.37
H 0.589 4.509 -2.797 0.40
H 0.694 2.470 -1.579 0.38
H 1.628 2.224 -3.040 0.14
H -0.725 1.490 -4.863 0.14
H -1.055 -0.070 -4.141 0.42
H 0.697 -0.431 -5.692 0.40
H 1.378 -0.576 -4.049 0.28
H 3.382 0.313 -3.924 0.22
H 3.863 1.606 -5.033 0.24
H 3.536 -0.018 -5.679 0.33
```

Results
- E_LUMO (eV) = 0.6
- HOMO (Ha) = -0.3033
- orbital gap (eV) = 8.886
- largest force on an atom (eV/Å) = 5.66
- calculated total energy (eV) = -60709.2233

---

No. 5
Entry from the OMol25 dataset: a 2-piece molecular cluster, C3H8NO2P overall (ωB97M-V with the def2-TZVPD basis set).

```
15
Properties=species:S:1:pos:R:3:mulliken_charge:R:1
C -2.799 1.198 -0.086 -1.00
C -1.595 0.675 -0.149 0.07
C -0.405 1.083 0.623 -0.19
N 1.676 -2.169 0.217 -0.75
O 2.429 0.870 1.115 -0.60
O 1.420 0.204 -1.214 -0.44
P 1.211 0.542 0.368 0.74
H -3.629 0.982 -0.778 0.22
H -3.100 1.955 0.618 0.27
H -1.560 0.007 -0.991 0.23
H -0.531 1.709 1.529 0.31
H 1.764 -2.836 -0.606 0.25
H 2.583 -1.585 0.150 0.31
H 1.950 -2.904 0.955 0.26
H 0.585 0.267 -1.750 0.33
```

Results
- E_LUMO (eV) = 0.1
- energy above the lowest of the compared OMol25 structures with the same formula, charge and spin (kJ/mol) = 157.4
- HOMO (Ha) = -0.2933
- orbital gap (eV) = 8.033
- largest force on an atom (eV/Å) = 3.55
- calculated total energy (eV) = -18113.4500

---

No. 6
Entry from the OMol25 dataset: C18H28BN2O6PS in the gas phase (ωB97M-V with the def2-TZVPD basis set).

```
57
Properties=species:S:1:pos:R:3:mulliken_charge:R:1
C -3.230 -0.463 -1.222 -0.86
C -2.851 -1.925 -1.850 -0.40
B -1.241 -2.105 -1.865 0.80
O -0.532 -2.170 -3.137 -0.71
C -0.296 -2.250 -0.535 -0.29
C 0.535 -1.024 0.028 0.28
C 0.513 0.448 -0.617 0.62
C 1.964 0.725 -1.247 -0.43
C 2.279 2.269 -1.584 -0.71
C 0.982 3.198 -1.809 -0.57
C 0.782 4.091 -0.486 -0.30
C -0.738 4.490 -0.165 -0.57
O -0.873 5.130 1.158 -0.35
C -0.753 4.161 2.201 0.60
C -1.792 2.941 2.437 -0.47
O 0.235 4.274 2.984 -0.52
C 1.415 -1.298 1.284 0.35
C 2.373 -0.246 2.008 -0.88
C 1.682 1.153 2.390 -0.29
C 1.406 -2.765 1.904 0.28
N 2.182 -3.194 3.053 -0.57
S 1.880 -4.841 3.395 0.15
N 0.781 -5.212 2.127 -0.56
C 0.592 -4.008 1.369 0.07
C -0.259 -3.690 0.092 0.12
P -1.267 -5.134 -0.643 0.92
O -2.787 -4.980 -0.376 -0.68
O -0.842 -6.642 0.079 -0.50
O -0.928 -5.350 -2.327 -0.57
H -4.363 -0.393 -1.112 0.40
H -2.818 0.368 -1.891 0.17
H -2.674 -0.401 -0.219 0.19
H -3.307 -2.073 -2.907 0.28
H -3.375 -2.698 -1.182 0.19
H -1.143 -1.950 -3.874 0.30
H -0.247 0.561 -1.474 0.19
H 0.192 1.230 0.176 -0.69
H 2.837 0.352 -0.584 0.07
H 2.059 0.123 -2.227 0.36
H 2.920 2.738 -0.764 0.35
H 2.855 2.269 -2.590 0.36
H 0.048 2.649 -2.170 0.31
H 1.262 3.938 -2.657 0.41
H 1.270 3.630 0.439 0.07
H 1.348 5.085 -0.676 0.36
H -1.145 5.279 -0.908 0.29
H -1.415 3.574 -0.278 0.20
H -2.812 3.336 2.801 0.35
H -1.886 2.408 1.424 -0.10
H -1.323 2.265 3.243 0.29
H 2.721 -0.718 3.008 0.38
H 3.338 -0.138 1.384 0.42
H 2.245 1.715 3.229 0.39
H 0.557 1.084 2.600 0.11
H 1.788 1.840 1.460 -0.29
H 0.040 -6.892 -0.301 0.32
H -0.180 -4.766 -2.597 0.36
```

Results
- E_LUMO (eV) = -1.7
- energy above the lowest of the compared OMol25 structures with the same formula, charge and spin (kJ/mol) = 0.0
- HOMO (Ha) = -0.3235
- orbital gap (eV) = 7.141
- largest force on an atom (eV/Å) = 5.00
- calculated total energy (eV) = -55181.7012

---

No. 7
Entry from the OMol25 dataset: C18H22N2O4S in the gas phase (ωB97M-V with the def2-TZVPD basis set).

```
47
Properties=species:S:1:pos:R:3:mulliken_charge:R:1
C -3.487 -2.085 1.551 -0.82
O -3.605 -1.077 0.582 -0.27
C -3.883 0.190 1.139 -0.40
C -4.098 1.201 0.011 -1.02
N -2.881 1.465 -0.713 0.04
C -2.060 2.474 -0.382 0.44
O -2.310 3.322 0.450 -0.68
C -0.749 2.455 -1.180 -0.75
N -0.061 1.195 -0.927 0.83
C 1.205 1.241 -0.286 -0.92
C 1.409 0.442 0.830 -0.18
C 2.646 0.418 1.448 -1.04
C 3.698 1.187 0.969 1.09
C 5.036 1.178 1.643 -1.51
C 3.481 1.985 -0.150 -1.03
C 2.250 2.014 -0.776 -0.03
S -0.051 0.126 -2.228 1.31
O -1.411 0.041 -2.692 -0.80
O 0.950 0.480 -3.194 -0.68
C 0.410 -1.393 -1.412 -0.13
C -0.540 -2.070 -0.673 -0.19
C -0.163 -3.222 -0.002 -0.41
C 1.146 -3.673 -0.075 -0.57
C 2.087 -2.983 -0.823 -0.66
C 1.717 -1.832 -1.499 -0.30
H -2.633 -1.902 2.216 0.33
H -4.395 -2.156 2.162 0.38
H -3.341 -3.020 1.015 0.20
H -3.047 0.519 1.774 0.31
H -4.790 0.134 1.760 0.45
H -4.436 2.144 0.448 0.41
H -4.848 0.815 -0.681 0.36
H -2.565 0.786 -1.399 0.26
H -0.971 2.544 -2.248 0.49
H -0.134 3.300 -0.864 0.47
H 0.593 -0.155 1.208 0.58
H 2.794 -0.207 2.317 0.35
H 5.129 0.326 2.311 0.35
H 5.163 2.088 2.230 0.30
H 5.837 1.141 0.908 0.38
H 4.291 2.585 -0.539 0.37
H 2.099 2.617 -1.658 0.50
H -1.550 -1.693 -0.632 0.49
H -0.889 -3.769 0.581 0.37
H 1.434 -4.570 0.453 0.40
H 3.104 -3.338 -0.879 0.44
H 2.417 -1.267 -2.094 0.51
```

Results
- E_LUMO (eV) = 0.5
- energy above the lowest of the compared OMol25 structures with the same formula, charge and spin (kJ/mol) = 141.1
- HOMO (Ha) = -0.3291
- orbital gap (eV) = 9.420
- largest force on an atom (eV/Å) = 1.10
- calculated total energy (eV) = -41028.2472

---

No. 8
Entry from the OMol25 dataset: a 2-piece molecular cluster, C3H13N4 overall (ωB97M-V with the def2-TZVPD basis set).

```
20
Properties=species:S:1:pos:R:3:mulliken_charge:R:1
N 0.041 -1.137 2.172 -0.25
C -0.179 -1.753 1.037 0.14
N 0.656 -1.734 0.013 -0.36
H 0.683 -0.366 2.218 0.24
H -0.664 -1.223 2.885 0.27
H -1.090 -2.341 0.961 0.35
H 0.623 -2.527 -0.610 0.29
H 0.814 -0.810 -0.523 0.38
C 1.159 1.871 -0.145 -0.96
N 0.709 0.835 -1.099 -0.39
C -0.694 0.931 -1.491 -0.73
N -1.569 0.583 -0.371 -0.43
H 2.226 1.758 0.016 0.34
H 0.905 2.879 -0.480 0.34
H 0.654 1.693 0.807 0.27
H 1.328 0.930 -1.894 0.26
H -0.826 0.241 -2.323 0.40
H -0.939 1.937 -1.848 0.37
H -1.676 1.383 0.238 0.24
H -2.483 0.319 -0.724 0.23
```

Results
- E_LUMO (eV) = -3.5
- total charge = +1
- energy above the lowest of the compared OMol25 structures with the same formula, charge and spin (kJ/mol) = 153.2
- HOMO (Ha) = -0.4877
- orbital gap (eV) = 9.819
- largest force on an atom (eV/Å) = 1.11
- calculated total energy (eV) = -9275.9569

---

Repeat the third record exactly.
Entry from the OMol25 dataset: a 7-piece molecular cluster, H12IO6 overall (ωB97M-V with the def2-TZVPD basis set).

```
19
Properties=species:S:1:pos:R:3:mulliken_charge:R:1
I 3.998 -1.886 0.291 -0.66
O 4.373 -0.338 3.690 -0.59
H 4.587 -0.802 2.927 0.24
H 4.675 -0.920 4.392 0.30
O 6.015 0.012 -2.087 -0.64
H 6.791 -0.222 -1.565 0.32
H 5.320 -0.485 -1.622 0.27
O 1.341 -0.190 2.227 -0.59
H 2.243 -0.471 2.040 0.28
H 1.389 0.125 3.144 0.27
O 1.885 -4.029 -1.431 -0.59
H 2.465 -3.431 -0.995 0.26
H 0.994 -3.819 -1.112 0.31
O 6.988 -3.589 -0.134 -0.65
H 6.121 -3.404 0.273 0.23
H 6.788 -3.307 -1.002 0.33
O 0.723 -1.589 -0.625 -0.64
H 0.745 -2.182 0.137 0.33
H 1.508 -1.033 -0.476 0.24
```

Results
- E_LUMO (eV) = 3.1
- total charge = -1
- energy above the lowest of the compared OMol25 structures with the same formula, charge and spin (kJ/mol) = 53.2
- HOMO (Ha) = -0.1989
- orbital gap (eV) = 8.488
- largest force on an atom (eV/Å) = 3.12
- calculated total energy (eV) = -20584.0426

---

Copy entry 7 word for word.
Entry from the OMol25 dataset: C18H22N2O4S in the gas phase (ωB97M-V with the def2-TZVPD basis set).

```
47
Properties=species:S:1:pos:R:3:mulliken_charge:R:1
C -3.487 -2.085 1.551 -0.82
O -3.605 -1.077 0.582 -0.27
C -3.883 0.190 1.139 -0.40
C -4.098 1.201 0.011 -1.02
N -2.881 1.465 -0.713 0.04
C -2.060 2.474 -0.382 0.44
O -2.310 3.322 0.450 -0.68
C -0.749 2.455 -1.180 -0.75
N -0.061 1.195 -0.927 0.83
C 1.205 1.241 -0.286 -0.92
C 1.409 0.442 0.830 -0.18
C 2.646 0.418 1.448 -1.04
C 3.698 1.187 0.969 1.09
C 5.036 1.178 1.643 -1.51
C 3.481 1.985 -0.150 -1.03
C 2.250 2.014 -0.776 -0.03
S -0.051 0.126 -2.228 1.31
O -1.411 0.041 -2.692 -0.80
O 0.950 0.480 -3.194 -0.68
C 0.410 -1.393 -1.412 -0.13
C -0.540 -2.070 -0.673 -0.19
C -0.163 -3.222 -0.002 -0.41
C 1.146 -3.673 -0.075 -0.57
C 2.087 -2.983 -0.823 -0.66
C 1.717 -1.832 -1.499 -0.30
H -2.633 -1.902 2.216 0.33
H -4.395 -2.156 2.162 0.38
H -3.341 -3.020 1.015 0.20
H -3.047 0.519 1.774 0.31
H -4.790 0.134 1.760 0.45
H -4.436 2.144 0.448 0.41
H -4.848 0.815 -0.681 0.36
H -2.565 0.786 -1.399 0.26
H -0.971 2.544 -2.248 0.49
H -0.134 3.300 -0.864 0.47
H 0.593 -0.155 1.208 0.58
H 2.794 -0.207 2.317 0.35
H 5.129 0.326 2.311 0.35
H 5.163 2.088 2.230 0.30
H 5.837 1.141 0.908 0.38
H 4.291 2.585 -0.539 0.37
H 2.099 2.617 -1.658 0.50
H -1.550 -1.693 -0.632 0.49
H -0.889 -3.769 0.581 0.37
H 1.434 -4.570 0.453 0.40
H 3.104 -3.338 -0.879 0.44
H 2.417 -1.267 -2.094 0.51
```

Results
- E_LUMO (eV) = 0.5
- energy above the lowest of the compared OMol25 structures with the same formula, charge and spin (kJ/mol) = 141.1
- HOMO (Ha) = -0.3291
- orbital gap (eV) = 9.420
- largest force on an atom (eV/Å) = 1.10
- calculated total energy (eV) = -41028.2472